1.
{
  "formula": "C6H17NO",
  "method": "ωB97M-V/def2-TZVPD",
  "symbols": ["C", "N", "C", "C", "C", "C", "C", "H", "H", "H", "H", "H", "H", "H", "H", "H", "H", "H", "H", "H", "H", "H", "H", "H", "O"],
  "positions_angstrom": [[0.80, -0.28, 2.25], [0.98, 0.71, 1.18], [-0.22, 0.95, 0.33], [-0.64, -0.27, -0.55], [-1.59, 0.15, -1.70], [0.54, -0.90, -1.14], [0.19, 2.12, -0.53], [1.75, -0.34, 2.79], [0.39, -1.20, 1.88], [0.02, -0.15, 3.05], [1.20, 1.59, 1.67], [-1.11, 1.34, 0.83], [-0.95, -1.06, 0.13], [-2.49, 0.61, -1.27], [-1.13, 0.85, -2.43], [-1.92, -0.77, -2.18], [0.42, -1.88, -1.61], [1.34, -1.10, -0.38], [1.07, -0.26, -1.84], [1.01, 1.96, -1.24], [-0.66, 2.70, -0.92], [0.60, 2.95, 0.09], [0.38, -1.94, 0.42], [0.43, -3.10, 0.43], [-0.40, -2.69, 0.75]],
  "lowdin_charge": [-0.133, -0.084, -0.362, -0.407, -0.055, -0.135, -0.095, 0.082, 0.026, 0.097, 0.105, 0.141, 0.093, 0.082, 0.087, 0.081, 0.101, 0.098, 0.096, 0.082, 0.080, 0.079, 0.072, 0.042, -0.173],
  "e_lumo_ev": 0.9,
  "smiles": "CN[C@@H](C)C(C)C.O",
  "total_energy_ev": -10032.372,
  "charge": 0
}

2.
{
  "formula": "C6H17NO",
  "method": "ωB97M-V/def2-TZVPD",
  "symbols": ["C", "C", "C", "N", "H", "H", "H", "H", "H", "H", "H", "H", "H", "H", "C", "O", "C", "C", "H", "H", "H", "H", "H", "H", "H"],
  "positions_angstrom": [[1.63, 0.43, -0.44], [1.33, 1.66, -1.29], [2.38, 2.75, -1.12], [0.69, -0.67, -0.60], [2.62, 0.07, -0.66], [1.61, 0.73, 0.60], [0.33, 2.04, -1.04], [1.26, 1.34, -2.36], [2.40, 3.10, -0.08], [3.36, 2.36, -1.36], [2.16, 3.63, -1.77], [-0.48, -0.13, -0.32], [0.58, -1.04, -1.54], [0.71, -1.35, 0.13], [-1.94, -0.08, 1.22], [-1.50, 0.34, -0.05], [-1.59, -1.51, 1.61], [-2.04, -2.54, 0.57], [-3.04, 0.00, 1.23], [-1.49, 0.60, 2.00], [-2.05, -1.69, 2.58], [-0.49, -1.58, 1.82], [-1.41, -2.51, -0.30], [-3.04, -2.36, 0.22], [-1.99, -3.59, 0.94]],
  "lowdin_charge": [-0.240, -0.256, -0.113, 0.041, 0.105, 0.127, 0.109, 0.118, 0.074, 0.061, 0.085, 0.008, 0.132, 0.086, -0.350, -0.218, -0.271, -0.111, 0.109, 0.112, 0.098, 0.099, 0.043, 0.075, 0.076],
  "e_lumo_ev": 0.8,
  "total_energy_ev": -10034.488,
  "charge": 0
}

3.
{
  "formula": "C6H17NO",
  "method": "ωB97M-V/def2-TZVPD",
  "symbols": ["C", "C", "C", "C", "C", "N", "C", "H", "H", "H", "H", "H", "H", "H", "H", "H", "H", "H", "H", "H", "H", "H", "H", "H", "O"],
  "positions_angstrom": [[-2.52, -1.16, 0.05], [-1.37, -0.33, 0.64], [-0.52, 0.39, -0.43], [0.24, -0.59, -1.33], [1.63, -0.91, -0.79], [2.50, 0.25, -0.67], [3.18, 0.60, -1.90], [-3.03, -1.69, 0.86], [-2.24, -1.86, -0.72], [-3.25, -0.46, -0.37], [-1.87, 0.43, 1.24], [-0.77, -0.95, 1.31], [-1.24, 0.96, -1.04], [0.09, 1.13, 0.06], [0.38, -0.15, -2.33], [-0.36, -1.47, -1.56], [2.06, -1.68, -1.46], [1.60, -1.37, 0.20], [3.19, 0.07, 0.03], [2.48, 1.16, -2.54], [4.02, 1.28, -1.83], [3.47, -0.27, -2.51], [-3.19, 2.03, 5.45], [-2.14, 2.11, 4.39], [-2.34, 2.48, 5.26]],
  "lowdin_charge": [-0.118, -0.263, -0.215, -0.198, -0.259, -0.124, -0.147, 0.067, 0.056, 0.071, 0.094, 0.098, 0.106, 0.097, 0.105, 0.096, 0.106, 0.115, 0.093, 0.073, 0.074, 0.074, 0.048, 0.021, -0.070],
  "e_lumo_ev": 0.7,
  "smiles": "CCCCCNC.O",
  "total_energy_ev": -10034.870,
  "charge": 0
}

4.
{
  "formula": "C6H17NO2Si2",
  "method": "ωB97M-V/def2-TZVPD",
  "symbols": ["C", "C", "C", "C", "C", "C", "N", "O", "O", "Si", "Si", "H", "H", "H", "H", "H", "H", "H", "H", "H", "H", "H", "H", "H", "H", "H", "H", "H"],
  "positions_angstrom": [[0.80, 1.66, -0.45], [-0.20, 2.25, -1.37], [-4.07, -0.17, -0.58], [2.16, -0.36, 2.00], [2.88, -1.20, -1.10], [0.09, -2.10, 0.54], [1.69, 2.27, 0.26], [-2.82, -0.16, 1.40], [0.71, 0.36, -0.50], [-1.67, 0.95, 1.53], [1.49, -0.91, 0.25], [-0.01, 1.56, -2.26], [-0.06, 3.19, -1.85], [-1.16, 2.05, -0.81], [-3.04, -0.14, -0.98], [-4.85, 0.05, -1.39], [-4.28, 0.33, 0.32], [2.45, 0.67, 1.89], [1.35, -0.34, 2.68], [2.94, -0.95, 2.36], [3.47, -0.30, -0.80], [3.54, -2.03, -0.83], [2.60, -1.29, -2.04], [-0.54, -1.85, 1.36], [-0.56, -1.93, -0.37], [0.20, -3.21, 0.62], [1.66, 3.24, 0.13], [-4.76, -1.67, -0.03]],
  "lowdin_charge": [-0.649, -0.017, -0.104, -0.136, -0.112, -0.172, 0.163, -0.631, -0.191, 0.891, 0.521, 0.120, 0.071, 0.033, -0.018, -0.001, -0.084, -0.004, 0.000, 0.000, 0.043, 0.031, -0.043, -0.013, 0.049, 0.053, 0.025, 0.176],
  "e_lumo_ev": -0.4,
  "total_energy_ev": -27835.086,
  "charge": 0
}

5.
{
  "formula": "C6H17NO3",
  "method": "ωB97M-V/def2-TZVPD",
  "symbols": ["C", "N", "C", "O", "C", "C", "C", "C", "H", "H", "H", "H", "H", "H", "H", "H", "H", "H", "H", "H", "H", "H", "H", "O", "H", "H", "O"],
  "positions_angstrom": [[-1.54, 1.20, 0.61], [-0.98, 1.35, -0.83], [0.38, 1.22, -1.07], [0.77, 1.33, -2.20], [-2.10, -0.16, 0.76], [-0.90, -1.15, 1.02], [-1.34, -2.08, 2.10], [-0.53, -2.02, -0.22], [-2.25, 2.01, 0.80], [-0.54, 1.37, 1.31], [-1.52, 1.67, -1.45], [1.07, 1.10, -0.29], [-2.52, -0.56, -0.18], [-2.82, -0.26, 1.63], [0.03, -0.60, 1.29], [-2.33, -2.40, 2.04], [-0.74, -3.02, 2.17], [-1.16, -1.72, 3.06], [-1.03, -3.06, -0.28], [0.53, -2.32, -0.24], [-0.77, -1.58, -1.21], [3.68, 2.64, -1.25], [3.36, 1.99, 0.08], [3.87, 2.68, -0.32], [3.63, 0.51, -2.91], [2.37, 1.04, -2.29], [3.33, 0.83, -2.12]],
  "lowdin_charge": [-0.153, 0.098, -0.295, 0.024, -0.185, -0.418, -0.113, -0.093, 0.106, 0.167, 0.038, 0.118, 0.123, 0.131, 0.119, 0.063, 0.096, 0.058, 0.101, 0.077, 0.067, -0.003, 0.000, -0.061, -0.007, 0.000, -0.058],
  "e_lumo_ev": 0.7,
  "smiles": "CC(C)CCNC=O.O.O",
  "total_energy_ev": -14128.863,
  "charge": 0
}

6.
{
  "formula": "C6H17NSi",
  "method": "ωB97M-V/def2-TZVPD",
  "symbols": ["C", "C", "C", "C", "C", "C", "N", "Si", "H", "H", "H", "H", "H", "H", "H", "H", "H", "H", "H", "H", "H", "H", "H", "H", "H"],
  "positions_angstrom": [[2.26, 0.81, 0.92], [1.81, -0.13, -1.32], [-2.78, 0.22, -0.07], [-1.03, 1.83, -0.08], [-0.67, -2.34, -0.05], [1.70, -0.44, 0.15], [-1.32, 0.41, -0.09], [-0.14, -0.67, 0.62], [2.41, 1.52, 0.16], [1.48, 1.28, 1.63], [3.23, 0.63, 1.54], [2.89, 0.05, -1.72], [1.23, 0.66, -1.50], [1.56, -1.04, -1.83], [-2.95, -0.64, -0.80], [-3.29, 0.00, 0.87], [-3.17, 1.08, -0.40], [0.01, 2.04, 0.09], [-1.05, 2.42, -1.02], [-1.49, 2.28, 0.80], [-0.57, -2.34, -1.09], [-0.12, -3.24, 0.44], [-1.70, -2.59, 0.18], [2.14, -1.44, 0.31], [-0.42, -0.38, 2.26]],
  "lowdin_charge": [-0.143, -0.152, -0.120, -0.172, -0.206, -0.476, -0.335, 0.579, 0.035, 0.063, 0.101, 0.120, 0.012, 0.065, 0.096, 0.081, 0.023, 0.032, 0.100, 0.089, 0.004, 0.068, 0.009, 0.103, 0.024],
  "e_lumo_ev": 1.0,
  "smiles": "CC(C)[Si@H](C)N(C)C",
  "total_energy_ev": -15864.070,
  "charge": 0
}

7.
{
  "formula": "C6H18AgN3O3",
  "method": "ωB97M-V/def2-TZVPD",
  "symbols": ["Ag", "C", "O", "H", "H", "H", "C", "C", "C", "O", "C", "N", "H", "H", "H", "H", "H", "H", "H", "H", "H", "H", "H", "C", "O", "N", "N", "H", "H", "H", "H"],
  "positions_angstrom": [[-25.19, 3.78, 19.60], [-26.57, 4.16, 22.58], [-27.00, 3.97, 21.25], [-26.64, 3.20, 23.10], [-25.51, 4.41, 22.62], [-27.05, 4.89, 23.23], [-22.04, 6.86, 18.66], [-22.82, 5.57, 18.85], [-22.09, 4.23, 18.64], [-22.98, 3.14, 18.44], [-22.27, 1.90, 18.34], [-23.36, 5.58, 20.15], [-21.77, 6.89, 17.61], [-21.17, 6.90, 19.31], [-22.62, 7.79, 18.74], [-23.68, 5.58, 18.18], [-21.37, 4.03, 19.44], [-21.61, 4.38, 17.67], [-22.77, 1.01, 18.72], [-21.39, 1.75, 18.97], [-21.92, 1.72, 17.32], [-22.66, 5.63, 20.87], [-23.93, 6.38, 20.35], [-25.81, 0.80, 19.37], [-24.95, 1.18, 20.08], [-26.91, 1.48, 19.12], [-25.84, -0.37, 18.85], [-27.48, 1.23, 18.33], [-27.15, 2.28, 19.69], [-26.59, -0.58, 18.21], [-25.04, -0.98, 18.97]],
  "lowdin_charge": [0.814, -0.143, -0.093, 0.118, 0.074, 0.094, -0.045, -0.470, -0.183, -0.229, -0.088, 0.006, 0.084, 0.093, 0.088, 0.131, 0.137, 0.134, 0.073, 0.093, 0.097, 0.098, 0.088, -0.826, 0.039, 0.159, 0.203, 0.121, 0.066, 0.127, 0.140],
  "spin_multiplicity": 2,
  "e_lumo_ev": [-3.3, -5.8],
  "total_energy_ev": -21117.115,
  "charge": 1
}

8.
{
  "formula": "C6H18AlF2O3Pb",
  "method": "ωB97M-V/def2-TZVPD",
  "symbols": ["Al", "Pb", "F", "F", "C", "C", "O", "H", "H", "H", "H", "H", "H", "C", "C", "O", "H", "H", "H", "H", "H", "H", "C", "C", "O", "H", "H", "H", "H", "H", "H"],
  "positions_angstrom": [[-0.14, -2.55, -3.21], [3.21, -2.25, -0.46], [1.00, -0.92, -1.00], [1.18, -3.79, -0.50], [0.23, 1.97, 2.70], [-0.37, 1.04, 1.69], [0.58, -0.06, 1.60], [-0.35, 2.89, 2.62], [1.30, 2.17, 2.56], [0.11, 1.78, 3.77], [-0.63, 1.56, 0.77], [-1.26, 0.64, 2.17], [0.60, -0.49, 0.74], [-3.38, -1.50, 0.40], [-2.72, -2.82, 0.23], [-1.50, -2.66, -0.40], [-3.73, -1.12, -0.56], [-2.69, -0.78, 0.83], [-4.25, -1.74, 1.01], [-3.24, -3.43, -0.51], [-2.78, -3.51, 1.07], [-0.77, -2.79, 0.21], [3.02, 1.95, -1.98], [1.76, 2.50, -1.50], [0.65, 1.64, -1.94], [3.21, 0.94, -1.64], [3.86, 2.55, -1.63], [3.07, 1.83, -3.06], [1.65, 3.42, -2.07], [1.65, 2.72, -0.44], [0.70, 0.80, -1.48]],
  "lowdin_charge": [1.028, 1.604, -0.666, -0.657, -0.019, -0.140, 0.194, 0.120, 0.104, 0.112, 0.156, 0.182, 0.055, -0.063, -0.347, -0.179, 0.087, 0.050, 0.093, 0.121, 0.132, 0.050, -0.101, -0.283, -0.085, 0.027, 0.097, 0.098, 0.128, 0.107, -0.006],
  "spin_multiplicity": 2,
  "e_lumo_ev": [-9.5, -12.1],
  "total_energy_ev": -29914.852,
  "charge": 2
}

9.
{
  "formula": "C6H18AlFO3",
  "method": "ωB97M-V/def2-TZVPD",
  "symbols": ["Al", "F", "C", "C", "O", "H", "H", "H", "H", "H", "H", "C", "C", "O", "H", "H", "H", "H", "H", "H", "C", "C", "O", "H", "H", "H", "H", "H", "H"],
  "positions_angstrom": [[1.71, -0.09, 1.14], [0.61, 2.38, 0.83], [2.41, 1.57, -3.27], [3.49, 1.46, -2.18], [3.17, 0.36, -1.33], [2.67, 2.40, -3.94], [1.46, 1.85, -2.83], [2.45, 0.69, -3.91], [3.44, 2.37, -1.57], [4.53, 1.36, -2.51], [3.56, -0.49, -1.56], [-2.20, -1.05, -0.48], [-1.05, -0.80, -1.42], [-0.19, 0.26, -1.04], [-1.82, -1.28, 0.53], [-2.80, -1.91, -0.77], [-2.78, -0.14, -0.36], [-1.42, -0.44, -2.41], [-0.56, -1.71, -1.76], [-0.67, 1.11, -1.12], [-2.53, -1.36, 3.41], [-1.10, -0.86, 3.54], [-0.84, -0.01, 2.39], [-3.20, -0.53, 3.20], [-2.91, -1.83, 4.32], [-2.59, -2.09, 2.60], [-0.44, -1.72, 3.48], [-0.98, -0.26, 4.45], [-1.40, 0.76, 2.58]],
  "lowdin_charge": [1.430, -0.352, -0.028, -0.224, -0.128, 0.105, 0.073, 0.091, 0.143, 0.138, 0.117, -0.032, -0.252, -0.059, 0.062, 0.108, 0.104, 0.172, 0.138, 0.130, -0.044, -0.228, -0.136, 0.096, 0.105, 0.082, 0.119, 0.141, 0.129],
  "e_lumo_ev": -14.0,
  "total_energy_ev": -21945.767,
  "charge": 2
}

10.
{
  "formula": "C6H18BO7Y",
  "method": "ωB97M-V/def2-TZVPD",
  "symbols": ["Y", "B", "H", "H", "H", "H", "O", "C", "C", "O", "H", "H", "H", "H", "O", "C", "C", "O", "H", "H", "H", "H", "O", "C", "C", "O", "H", "H", "H", "H", "O", "H", "H"],
  "positions_angstrom": [[0.27, -0.01, 0.22], [-0.64, 1.08, -1.87], [-0.28, 1.61, -2.74], [-0.13, 0.13, -1.76], [-0.47, 1.74, -1.04], [-1.70, 0.93, -2.03], [2.49, 0.81, -0.11], [3.27, 1.95, -0.50], [2.49, 3.36, -0.67], [1.47, 3.65, -1.62], [3.88, 1.67, -1.36], [4.09, 2.23, 0.15], [3.30, 4.08, -0.76], [2.07, 3.64, 0.30], [0.73, -1.44, 2.04], [0.87, -2.75, 1.54], [1.19, -2.93, 0.03], [0.61, -2.10, -0.98], [-0.11, -3.20, 1.73], [1.47, -3.34, 2.23], [1.01, -3.94, -0.34], [2.25, -2.75, -0.14], [-5.08, -0.39, 0.19], [-4.21, -1.48, -0.01], [-2.72, -1.29, 0.60], [-2.24, 0.07, 0.52], [-4.12, -1.53, -1.09], [-4.57, -2.48, 0.20], [-1.99, -1.91, 0.08], [-2.67, -1.63, 1.64], [-0.16, 1.74, 1.65], [0.25, 1.93, 2.49], [-0.62, 2.55, 1.42]],
  "lowdin_charge": [1.503, -0.453, -0.046, -0.093, -0.073, -0.055, -0.431, -0.380, -0.477, -0.443, 0.056, 0.034, 0.021, 0.034, -0.441, -0.425, -0.411, -0.420, 0.058, 0.064, 0.063, 0.072, -0.169, -0.331, -0.302, -0.334, 0.096, 0.061, 0.073, 0.086, -0.090, 0.071, 0.081],
  "spin_multiplicity": 2,
  "e_lumo_ev": [7.4, 6.9],
  "total_energy_ev": -22555.681,
  "charge": -3
}

11.
{
  "formula": "C6H18BrNSi2",
  "method": "ωB97M-V/def2-TZVPD",
  "symbols": ["C", "C", "C", "C", "C", "C", "N", "Si", "Si", "Br", "H", "H", "H", "H", "H", "H", "H", "H", "H", "H", "H", "H", "H", "H", "H", "H", "H", "H"],
  "positions_angstrom": [[0.45, 2.23, -1.47], [-0.83, 0.03, -2.00], [-0.52, 1.65, 2.03], [-1.34, -0.73, 1.54], [0.30, 0.72, -1.29], [-0.86, 0.64, 0.90], [0.31, 0.29, 0.12], [2.35, -2.74, -0.81], [1.78, -0.51, 0.76], [3.62, 0.75, 0.33], [-0.43, 2.76, -1.23], [1.26, 2.42, -0.86], [0.54, 2.53, -2.58], [-1.78, 0.64, -2.05], [-1.04, -0.95, -1.33], [-0.36, -0.30, -3.05], [-0.02, 2.48, 1.67], [-1.42, 1.87, 2.61], [0.12, 1.06, 2.66], [-2.14, -0.58, 2.38], [-0.54, -1.19, 2.06], [-1.75, -1.51, 0.79], [1.24, 0.32, -1.55], [-1.60, 1.17, 0.15], [1.40, -2.62, -1.92], [3.65, -2.50, -1.39], [2.21, -3.99, -0.12], [1.60, -0.50, 2.26]],
  "lowdin_charge": [-0.045, -0.074, -0.059, -0.083, -0.529, -0.447, -0.302, 0.556, 0.171, 0.228, 0.056, 0.020, 0.115, 0.078, 0.106, 0.120, 0.050, 0.086, 0.035, 0.102, 0.007, 0.091, 0.054, 0.159, -0.141, -0.143, -0.160, -0.052],
  "e_lumo_ev": 0.4,
  "total_energy_ev": -93800.843,
  "charge": 0
}

12.
{
  "formula": "C6H18CeO3P",
  "method": "ωB97M-V/def2-TZVPD",
  "symbols": ["C", "C", "P", "C", "O", "C", "O", "C", "C", "O", "H", "H", "H", "H", "H", "H", "H", "H", "H", "H", "H", "H", "H", "H", "H", "H", "H", "H", "Ce"],
  "positions_angstrom": [[-0.47, 1.32, -2.07], [-1.49, 1.33, -0.87], [-2.24, -0.43, -0.51], [-2.00, -0.21, 1.40], [-0.82, -0.93, 1.77], [0.25, -0.14, 2.09], [1.02, 0.35, 0.95], [1.62, -0.74, 0.18], [3.20, -0.56, 0.07], [3.72, -1.82, -0.27], [-0.81, 2.10, -2.77], [0.57, 1.67, -1.68], [-0.32, 0.34, -2.54], [-0.97, 1.77, 0.03], [-2.32, 2.03, -1.07], [-0.92, -1.07, -0.60], [-2.81, -1.75, -0.24], [-3.59, 0.10, -0.44], [-2.38, -0.66, -1.94], [-2.00, 0.84, 1.74], [-2.86, -0.70, 1.87], [0.94, -0.79, 2.66], [0.01, 0.69, 2.76], [1.30, -1.72, 0.53], [1.20, -0.64, -0.88], [3.55, -0.22, 1.06], [3.52, 0.14, -0.77], [3.29, -2.45, 0.31], [1.79, 2.14, -0.76]],
  "lowdin_charge": [-0.141, -0.309, 0.508, -0.314, -0.124, -0.200, -0.282, -0.169, -0.244, 0.018, 0.123, -0.236, 0.109, 0.056, 0.097, -0.005, 0.047, 0.029, -0.009, 0.095, 0.101, 0.161, 0.158, 0.156, 0.117, 0.146, 0.103, 0.110, 1.901],
  "spin_multiplicity": 2,
  "e_lumo_ev": [-9.9, -9.8],
  "total_energy_ev": -34844.564,
  "charge": 2
}